ORCA calculation (ωB97M-V/def2-TZVPD) on 2 unconnected molecules or ions with the total composition C2H3Cl2FO at a distorted geometry.

Each line ends with the Löwdin charge.
Positions of all 9 atoms, in Å:
O -0.097 0.528 0.806  -0.03
C -0.662 -0.373 -0.013  -0.82
Cl 0.260 -1.681 -0.617  0.71
C -1.834 -0.192 -0.611  -0.13
F -2.802 0.641 -0.054  -0.03
H 0.471 0.023 1.503  0.13
H -2.367 -0.752 -1.303  0.09
Cl 3.181 0.477 0.537  0.26
H 3.850 1.328 -0.248  -0.18

Computed properties:
Gap between HOMO and LUMO = 0.3515 Eh
ΔE to the lowest compared entry with this formula, charge and spin = 1.234 eV
Spin multiplicity = 1
LUMO level = 0.4 eV
SMILES string = O/C(Cl)=C\F.Cl
Electronic energy = -1173.4431 a.u.
HOMO energy = -0.3374 Eh

ORCA calculation (ωB97M-V/def2-TZVPD) on C5H8O2 in the gas phase at a distorted geometry.

Each line ends with the Löwdin charge.
Positions of all 15 atoms, in Å:
C 1.596 -0.414 0.030  0.00
C 0.089 -0.501 0.228  -0.54
O -0.311 -1.701 0.831  0.02
C -0.586 0.720 0.884  -0.08
C -1.065 1.212 -0.535  -0.04
C -0.661 -0.173 -1.063  -0.33
O -0.987 -0.886 -1.976  0.12
H 2.103 -0.541 0.989  0.09
H 1.918 -1.211 -0.651  0.09
H 1.900 0.544 -0.410  0.09
H -0.281 -2.376 0.141  0.11
H -1.397 0.455 1.551  0.11
H 0.129 1.353 1.450  0.12
H -2.090 1.518 -0.822  0.13
H -0.357 2.003 -0.647  0.10

Computed properties:
Gap between HOMO and LUMO = 0.3787 Eh
ΔE to the lowest compared entry with this formula, charge and spin = 1.285 eV
Spin multiplicity = 1
LUMO level = 0.9 eV
SMILES string = C[C@@]1(O)CCC1=O
Electronic energy = -345.7577 a.u.
HOMO energy = -0.3466 Eh

ORCA calculation (ωB97M-V/def2-TZVPD) on C4H8N2O2 in the gas phase at a distorted geometry.

Each line ends with the Löwdin charge.
Positions of all 16 atoms, in Å:
N 2.004 -0.912 0.377  0.17
C 1.213 -0.658 -0.691  -0.51
O 1.522 -0.960 -1.829  0.06
C 0.049 0.322 -0.473  -0.28
N -0.991 0.254 -1.493  0.04
C -0.711 -0.214 0.812  -0.13
C -1.678 0.861 1.207  -0.27
O -1.469 1.531 2.196  0.05
H 2.803 -1.508 0.193  0.12
H 1.874 -0.652 1.336  0.10
H 0.218 1.423 -0.258  0.17
H -0.794 0.732 -2.362  0.08
H -0.997 -0.713 -1.798  0.08
H -1.198 -1.150 0.628  0.12
H -0.078 -0.392 1.671  0.10
H -2.617 0.917 0.677  0.11

Computed properties:
Gap between HOMO and LUMO = 0.3750 Eh
ΔE to the lowest compared entry with this formula, charge and spin = 1.613 eV
Spin multiplicity = 1
LUMO level = 0.7 eV
SMILES string = NC(=O)[C@@H](N)CC=O
Electronic energy = -417.1967 a.u.
HOMO energy = -0.3488 Eh